1.
{"formula": "C39H51FN5S8SbSeSi3Ti", "method": "the ωB97M-V functional and the def2-TZVPD basis", "species": ["C", "H", "H", "H", "C", "H", "H", "C", "C", "C", "C", "H", "H", "S", "H", "S", "H", "H", "N", "Sb", "Si", "C", "C", "S", "C", "C", "C", "H", "H", "N", "H", "H", "S", "C", "H", "H", "H", "H", "C", "H", "C", "H", "H", "H", "H", "C", "H", "H", "C", "H", "C", "S", "Si", "C", "C", "C", "C", "H", "H", "C", "H", "C", "H", "C", "Ti", "H", "C", "N", "N", "C", "H", "H", "S", "C", "H", "C", "H", "C", "C", "H", "C", "H", "H", "H", "H", "H", "H", "H", "H", "N", "C", "H", "H", "C", "S", "H", "F", "H", "C", "C", "H", "C", "C", "S", "C", "C", "Se", "H", "Si", "H"], "positions_angstrom": [[0.0066, 0.6376, -2.5371], [-5.8520, -0.6456, 1.0467], [-5.5100, -2.0208, -1.4060], [2.3415, -3.5243, -5.7170], [2.9776, 2.6536, 5.6425], [3.3929, 6.5076, 5.0111], [-0.6969, 4.7810, 1.6445], [4.1635, 3.3918, 0.0646], [4.4432, -3.0817, -6.0127], [1.1815, 1.4564, 4.4206], [-0.0572, 0.7257, -5.3416], [-0.5719, 3.2398, 2.4595], [5.1744, 3.8051, 0.0718], [1.1008, -0.6087, 0.9191], [-2.7119, -0.0492, 3.4105], [4.2481, 0.3245, 1.2313], [1.7157, -4.8320, 0.3170], [-4.4819, -0.8766, -2.2872], [2.4578, -2.5389, -3.3288], [-1.7212, -1.7737, -0.1669], [-0.4920, -3.8366, 0.8472], [1.9692, 5.0219, 3.3672], [-4.5218, -3.1304, 1.8207], [-1.8424, 1.4816, 1.2350], [2.9962, -2.6534, -5.7358], [-1.4742, -5.4462, 0.8445], [3.3415, 5.2014, 3.2964], [2.6545, -1.9766, -6.5246], [5.1110, -2.2182, -5.9720], [2.9881, 0.5125, -1.5875], [-0.9538, -3.5666, 3.2736], [0.4465, -2.5923, 2.7767], [3.3420, -0.3114, -4.1621], [2.8649, -1.9675, -4.4089], [0.4923, 2.7312, -2.7278], [-2.8235, -4.0820, -4.0456], [0.4295, 2.8002, -5.1734], [-1.2975, -3.5126, -3.3330], [-3.8941, -4.6931, -1.3967], [-0.5817, 4.7233, 3.4185], [-4.7678, -1.9316, -2.2116], [-4.5966, 0.1413, 0.0619], [-4.7975, -4.9081, -1.9859], [-1.5778, -5.8442, -0.1729], [-3.6205, -1.4111, 4.0912], [-2.9046, -1.1182, 3.3115], [0.6237, -4.3433, 3.0024], [3.2531, 0.2983, -0.6288], [0.2386, 1.8736, -4.6412], [-0.4770, -1.4370, -2.8360], [4.0865, 5.9917, 4.3453], [-2.6595, 1.1178, -1.7953], [-3.5896, -1.5087, 1.6148], [2.5168, 1.8805, 4.5026], [3.0431, 0.7884, 2.3725], [4.0103, 4.6566, 2.2085], [0.2433, 1.7042, 5.4878], [-5.2400, -2.2320, -3.1575], [-2.4821, -5.3244, 1.2616], [-4.8356, -0.2298, 1.0645], [-1.9627, -1.6456, 3.4957], [2.8970, -0.5121, -2.4741], [-2.3938, -2.3565, -4.1119], [0.7883, 0.7241, 3.3054], [-0.2695, 0.7191, -0.4630], [4.7348, 6.7372, 3.8793], [-0.2840, -0.4912, -3.3114], [2.4630, -1.7183, -2.2142], [3.3640, 3.2608, 6.5423], [3.3493, 3.9611, 1.1992], [4.5369, -3.5469, -6.9989], [3.3707, 1.3725, -1.9351], [-4.2944, 3.6721, -1.5080], [1.6697, 0.4129, 2.2746], [-0.9398, -6.1902, 1.4517], [1.2577, 4.3462, 2.3737], [-4.8198, 0.6312, 1.7416], [1.9525, 3.8075, 1.2804], [-2.8651, 2.6352, 0.4185], [-5.1208, -3.3655, 0.9320], [3.4120, 1.5443, 3.5113], [-4.1479, -4.7874, -0.3341], [-0.2308, 0.3798, 3.2460], [-3.8337, -3.9667, 2.0005], [4.7138, 5.3345, 4.9561], [-3.1435, -5.4601, -1.6270], [1.5572, -3.2068, -0.3797], [-0.5320, -1.3561, -5.2834], [4.2287, 2.3054, 0.1731], [-0.5081, 1.8746, 6.3455], [-0.3121, -0.4639, -4.7039], [1.4208, 5.4287, 4.2134], [4.7722, -3.7994, -5.2584], [1.0248, -4.1423, -0.1863], [-3.5864, 3.9965, 1.2416], [3.6932, 3.6074, -0.8959], [-0.0857, 0.7650, -6.6995], [5.0886, 4.7844, 2.1340], [-0.0535, -3.5557, 2.6466], [-0.2311, 4.2672, 2.4879], [4.4433, 1.8528, 3.5999], [0.2681, 1.8172, -3.2529], [-4.5160, 4.5955, -0.0708], [-5.5065, 5.9240, 0.0269], [-2.3537, -3.2590, -3.4898], [-3.2087, 2.4704, -0.8622], [1.0720, 2.9783, -0.2253], [-5.1990, -3.0550, 2.6824], [-3.2574, -2.9810, -1.8620], [0.7548, -4.5665, -1.1615]], "charge": -2, "spin_multiplicity": 1, "energy_ha": -9435.76887, "e_homo_ev": -2.49, "homo_lumo_gap_ha": 0.2283}



2.
{"formula": "C7H17N6", "method": "the ωB97M-V functional and the def2-TZVPD basis", "species": ["N", "H", "N", "N", "C", "C", "N", "H", "H", "H", "H", "H", "H", "H", "H", "C", "H", "H", "C", "H", "H", "N", "C", "N", "C", "H", "H", "C", "H", "H"], "positions_angstrom": [[1.6939, 1.4759, -0.3001], [0.0779, 0.7920, 2.0234], [-1.1207, 1.1092, -0.7168], [-2.7787, -1.8216, 0.0161], [-3.1463, 0.6863, -0.0110], [-2.4605, -0.5623, -0.2129], [-4.4424, 0.7606, 0.5150], [0.6854, -0.6860, -1.4145], [1.9709, 2.3157, 0.1181], [1.5167, -1.6784, 1.3333], [2.5966, -0.7019, -1.6202], [-0.3063, -2.1004, -0.7794], [-2.3110, -2.5479, -0.5104], [3.0466, 0.4299, 1.1086], [-4.5172, 0.0806, 1.2189], [-2.2513, 1.6879, -0.2559], [-0.1985, -0.7689, 2.6338], [-4.9595, 1.5399, 0.6604], [3.2640, -0.3868, -0.6962], [-2.4418, 2.6812, -0.3950], [3.9171, 0.4754, -0.9279], [-1.2310, -0.2575, -0.5943], [1.2137, -0.6189, 1.0555], [0.4944, -0.1660, 2.0636], [-0.1252, -1.0390, -0.7910], [3.7991, -1.3539, -0.5709], [2.1775, 1.6662, -1.1505], [2.3069, 0.2299, 0.4062], [-3.7557, -2.1633, 0.2707], [-0.2615, 1.5505, -0.7400]], "charge": 1, "spin_multiplicity": 3, "energy_ha": -605.01739, "e_homo_ev": [-8.33, -11.53], "homo_lumo_gap_ha": [0.2177, 0.2517]}



3.
{"formula": "C45H63BN2O28", "method": "the ωB97M-V functional and the def2-TZVPD basis", "species": ["C", "H", "C", "H", "O", "H", "C", "C", "H", "H", "H", "O", "C", "C", "H", "O", "O", "H", "C", "C", "H", "O", "H", "H", "O", "C", "O", "H", "C", "C", "H", "H", "O", "C", "O", "C", "H", "O", "H", "C", "N", "O", "C", "H", "C", "O", "O", "C", "C", "C", "H", "O", "C", "H", "H", "H", "C", "H", "C", "C", "H", "H", "H", "H", "C", "H", "H", "H", "H", "H", "H", "C", "O", "N", "H", "O", "H", "H", "C", "C", "C", "H", "C", "O", "H", "C", "C", "H", "H", "O", "H", "H", "B", "C", "O", "H", "C", "C", "H", "O", "C", "C", "C", "O", "C", "H", "O", "O", "H", "H", "H", "C", "O", "H", "C", "O", "H", "H", "O", "H", "O", "H", "C", "H", "H", "H", "O", "H", "C", "C", "H", "H", "H", "H", "H", "H", "H", "C", "C"], "positions_angstrom": [[3.4854, 4.1211, 6.3445], [10.4409, -2.0231, 3.1177], [1.3069, -2.3236, 2.2367], [1.9683, 0.2100, 3.1150], [-7.2737, 1.0449, -3.5058], [-3.5401, -2.7446, -4.2184], [-0.6293, -3.1452, -1.1543], [0.4853, -2.6532, -0.1867], [-5.2002, 2.5775, -0.6490], [4.3513, -5.7495, -2.5521], [5.2193, -2.7081, -2.7208], [0.0117, 6.7808, -7.7858], [-1.3541, -1.7093, -6.2033], [3.0382, 0.1003, 3.4547], [2.9885, -3.6915, -4.4665], [6.6797, -0.6154, 1.7870], [-3.0908, -2.5912, -0.2987], [-3.1596, -1.0112, -4.1918], [-3.5987, -1.7972, -6.1662], [2.0506, -1.8963, -2.1836], [4.3820, -0.2241, 0.5500], [4.3236, 4.2481, 5.5111], [-5.8320, -4.9669, 3.5491], [6.1870, -1.7124, -0.6961], [-5.6376, -2.2385, 4.1907], [2.1782, 4.5645, 8.1135], [-1.6804, -2.2060, -4.9802], [-3.9178, -2.7533, -6.5892], [-5.0263, -4.4446, 4.0709], [-4.7396, -3.0945, 3.4836], [8.5871, -3.5213, 3.4253], [5.7527, -4.2458, -0.1481], [-2.8178, 5.0150, -3.9920], [-4.8914, 2.6467, -1.6953], [-9.2457, 1.4135, 4.8773], [-3.0648, -1.9338, -4.7692], [4.1014, -0.6398, -1.1733], [-2.0201, 7.2587, -8.6441], [6.2225, -4.1857, -2.4144], [1.9377, -0.3491, -2.4662], [-0.6709, -2.7689, 3.4462], [-5.4606, -4.1280, 5.3909], [-6.2876, 1.3982, -2.9383], [-2.2341, 6.2496, -5.5307], [-3.5182, 4.6080, -6.1348], [-2.7666, 3.4980, -5.6431], [3.4331, 4.8392, 7.4985], [8.4881, -2.5447, 3.9059], [-2.4922, 3.7413, -4.3373], [4.1063, -4.6817, -2.7591], [1.9591, -0.3523, 5.3019], [-9.8050, 2.2523, 2.8571], [3.8055, 1.3577, 2.9123], [5.7589, -2.2455, 0.9505], [-4.2975, 3.5503, -1.8292], [-0.8686, -0.7801, -1.8014], [-9.1784, 0.0833, 5.3862], [-0.2530, -3.2179, -2.2014], [1.8114, 3.2238, 7.5399], [4.1528, -1.0732, -0.1427], [3.9967, -3.9332, -0.3526], [4.8514, 1.3384, 3.3092], [3.0716, 1.0963, 5.4370], [-3.6183, 0.9236, -1.3758], [2.9710, 0.0433, 5.0418], [1.2963, -2.3829, -2.8438], [9.7136, -0.7671, 4.1405], [0.9741, 9.7365, -6.9717], [3.7256, -0.6665, 5.4654], [2.2091, 2.3927, 8.1280], [1.6478, 7.0998, -6.5418], [-4.1787, 1.4141, -2.1698], [-0.2410, -1.6212, -6.6174], [1.1048, 0.4156, -1.8817], [-3.9302, 6.4286, -5.0355], [-1.7846, -4.0201, 1.8568], [4.7644, -3.9808, -4.7836], [-4.5827, 4.3679, -6.0780], [0.3789, 8.8339, -6.8409], [2.5592, -1.7521, 1.7815], [-9.5198, 1.3256, 3.5467], [-8.4176, -0.0009, 6.1608], [5.0083, -3.5458, -0.6288], [-9.4245, 0.0409, 3.1083], [1.2207, 1.3844, -2.1982], [0.7581, -2.6139, 3.6497], [3.8448, -4.4008, -4.3111], [2.2737, 4.5437, 9.1984], [1.4689, 5.3479, 7.8348], [-6.0566, 2.6736, -2.5201], [0.0765, 8.7570, -5.7933], [-0.9371, -3.4830, 4.1387], [-1.9137, -2.1791, -0.9722], [5.3378, -2.1069, -0.0662], [1.3334, -2.7378, 4.6935], [8.5246, -2.6773, 4.9862], [-8.8456, -0.7230, 4.1639], [1.0854, 7.5995, -7.3294], [3.8643, 1.3939, 1.7900], [-0.7897, 8.8729, -7.6561], [0.3051, -2.7531, 1.2462], [3.5835, -1.2772, 2.8634], [2.7728, -1.6558, 0.3259], [-6.5183, -2.3396, 6.2753], [9.5034, -1.5523, 3.4103], [-3.5061, 1.6167, -3.0042], [7.2523, -1.9575, 3.5066], [-2.4632, -1.3267, -6.8914], [3.1371, -4.4144, -2.2513], [-9.2732, -1.7244, 4.1965], [-4.4241, -1.0896, -6.2311], [7.5158, -1.1309, 2.4610], [2.4533, 3.2361, 6.2672], [-3.7152, -2.7644, 3.6727], [5.2285, -3.7031, -2.1955], [-5.2466, 0.5820, -2.6291], [-3.2599, 4.8266, -7.1702], [3.2524, 2.2899, 3.2114], [8.8526, -0.9710, 2.2831], [1.7551, 7.8040, -8.1682], [-1.8131, -0.8853, -1.5623], [3.1072, -2.1698, -2.4300], [-0.8605, -3.2856, 2.1033], [4.5894, -1.1639, 2.3975], [-10.1493, -0.1822, 5.8128], [-0.9170, -4.1803, -0.8176], [-2.0247, 2.9403, -3.5861], [-4.9315, -3.0564, 2.4120], [-1.0289, 7.6046, -8.0835], [-5.9288, -2.8536, 5.3728], [-4.1464, -5.0856, 4.0930], [-2.9918, -2.2165, 0.5979], [2.6495, 0.1099, -3.2128], [3.6242, -2.0888, 3.6365], [3.5386, -5.3630, -4.7953], [0.7353, 3.0962, 7.4305], [-7.7694, -0.8012, 3.9962], [-3.1256, 5.7126, -5.1965], [1.7561, -2.0798, -0.6577]], "spin_multiplicity": 1, "energy_ha": -3993.74786, "e_homo_ev": -8.81, "homo_lumo_gap_ha": 0.3099}



4.
{"formula": "C3H8NO", "method": "the ωB97M-V functional and the def2-TZVPD basis", "species": ["H", "H", "C", "H", "H", "H", "C", "H", "H", "O", "H", "C", "N"], "positions_angstrom": [[1.9153, -1.5693, -0.4176], [-0.0443, -0.6649, -2.3004], [-0.8416, 1.0188, 1.3036], [-1.1995, 1.1571, 2.3167], [-1.5170, 2.8285, 0.6307], [-0.1635, 2.0727, -0.3795], [-0.9173, 1.9671, 0.3901], [-0.0373, -0.4748, -0.5596], [1.7092, -2.1705, -2.2234], [0.0288, -0.0689, 1.1339], [0.6495, -0.0647, 1.8782], [1.3438, -1.6717, -1.3342], [0.2371, -1.0373, -1.3951]], "charge": 1, "spin_multiplicity": 1, "energy_ha": -248.77523, "e_homo_ev": -13.64, "homo_lumo_gap_ha": 0.2967}



5.
{"formula": "C13H16ClN3O5S2", "method": "the ωB97M-V functional and the def2-TZVPD basis", "species": ["H", "N", "H", "N", "H", "C", "O", "C", "H", "H", "Cl", "C", "C", "O", "H", "S", "C", "C", "C", "O", "C", "H", "H", "C", "H", "H", "C", "H", "H", "H", "N", "S", "C", "C", "O", "H", "C", "H", "O", "H"], "positions_angstrom": [[-1.3296, -5.5523, -2.5666], [-1.9818, 4.9082, 2.0077], [-2.8650, 5.2975, 2.1415], [-0.5602, -0.9855, -0.4977], [0.8183, 1.7673, -1.7890], [-0.1315, 1.8868, 1.8134], [2.3224, -1.1085, 1.0911], [-0.5381, -3.3778, -0.9948], [-0.4862, -3.0893, -2.0233], [3.9800, 0.7453, -4.4044], [-4.1482, 2.0516, 1.4756], [-2.4604, 1.5260, 1.3208], [-0.6032, -2.2343, 0.0176], [-0.8890, -4.8415, 0.7210], [0.1426, -6.1561, -1.9224], [-1.8294, 3.6230, 3.0264], [2.7730, 1.8759, -2.8831], [-0.8245, -0.0497, 0.5172], [-0.7434, -4.6667, -0.6355], [2.8066, 1.3110, 1.4757], [0.2140, 0.6936, 1.1325], [-1.2798, 5.5576, 2.3665], [-0.5326, -2.3795, 1.1007], [-0.8158, -5.8446, -1.5963], [-1.3107, -6.7094, -1.2341], [-0.9933, -5.7402, 0.9050], [1.9524, 1.7677, -1.5325], [2.2135, 2.5777, -0.9057], [-2.9500, -0.1997, 0.1136], [0.5306, 2.5262, 2.4174], [2.2409, 0.5208, -0.8515], [1.9463, 0.3228, 0.8617], [-1.4495, 2.2348, 2.0117], [3.3496, 0.7422, -3.4991], [-3.0910, 3.6680, 3.6853], [3.2542, 0.3890, -0.9207], [-2.1445, 0.3130, 0.6173], [2.9780, 2.8691, -3.3071], [-0.6766, 4.0577, 3.8469], [3.1120, -0.2974, -3.1032]], "spin_multiplicity": 1, "energy_ha": -2301.83792, "e_homo_ev": -9.15, "homo_lumo_gap_ha": 0.3155}